The following is a DFT calculation (ωB97M-V with the def2-TZVPD basis set) of the molecule C3H5NS2 in a non-equilibrium geometry.

Calculated values
* electronic energy: -26349.53778 eV
* frontier orbital gap: 8.06 eV
* multiplicity: 1
* HOMO energy: -8.5 eV
* energy above the lowest of the compared OMol25 structures with the same formula, charge and spin: 73.7 kcal/mol
* maximum force: 6.573 eV/A

Positions of all 11 atoms, in Å:
C (0.849, -0.323, -1.664)
C (-0.267, -0.772, 0.472)
C (-0.922, 0.360, 1.093)
N (1.165, 0.210, -0.525)
S (1.366, 0.229, -3.046)
S (-0.598, -1.344, -1.170)
H (0.383, -1.371, 1.090)
H (-1.885, 0.005, 1.551)
H (-1.104, 1.074, 0.333)
H (-0.423, 0.870, 1.924)
H (1.434, 1.062, -0.056)